Version a
12
Properties=species:S:1:pos:R:3 method="wB97M-V/def2-TZVPD" lumo_energy_ha=0.04196 smiles=NCCN homo_lumo_gap_ha=0.3669
N -1.86346 0.10926 0.59521
C -0.63972 -0.40187 -0.04913
C 0.52192 0.64488 -0.10261
N 1.64935 0.11419 -0.76391
H -1.69435 0.43564 1.69088
H -2.54451 -0.27564 0.08897
H -0.70781 -0.72169 -0.94878
H -0.21639 -1.50435 0.52060
H 0.22117 1.72622 -0.68506
H 0.94699 0.68777 0.65732
H 1.91435 -1.10487 -0.63494
H 2.41247 0.29046 -0.36856

***

Version b
12
Properties=species:S:1:pos:R:3 method="wB97M-V/def2-TZVPD" lumo_energy_ha=0.03761 smiles="C=NC.N" homo_lumo_gap_ha=0.3913
C 0.61570 1.19924 -0.12363
N 0.64520 -0.06682 -0.19994
C 1.98538 -0.55390 0.05339
H -0.33233 1.60035 -0.07864
H 1.43152 1.93574 -0.06008
H 2.63978 -0.83068 -0.92436
H 2.65757 0.17081 0.47996
H 2.07765 -1.50410 0.70045
N -2.91278 -0.73502 -0.01337
H -2.07438 -1.26759 -0.12028
H -3.16910 -0.46188 -0.94832
H -2.77332 0.05371 0.57625

***

Most stable: version b

***

Version a
12
Properties=species:S:1:pos:R:3 method="wB97M-V/def2-TZVPD" lumo_energy_ha=0.16581 smiles=CO[C@@H](C)[O-] homo_lumo_gap_ha=0.2658 total_charge=-1
C 0.79228 -0.63270 1.60204
O 0.95463 -0.28969 0.28055
C -0.53655 -0.17883 -0.37177
C -0.43212 0.78042 -1.54668
O -1.18680 -1.33047 -0.58935
H 0.71366 0.30530 2.27936
H 1.73287 -0.94663 1.93089
H -0.06714 -1.15507 1.85200
H -0.99400 0.42164 0.37028
H -1.06732 0.76666 -2.52428
H -0.28930 1.76994 -1.22866
H 0.37979 0.48943 -2.05437

***

Version b
12
Properties=species:S:1:pos:R:3 method="wB97M-V/def2-TZVPD" lumo_energy_ha=0.14870 homo_lumo_gap_ha=0.2421 total_charge=-1
C -0.06231 0.27019 2.12503
O -0.01492 0.34690 3.33512
H -0.67984 -0.45817 1.58015
H 0.50168 0.96259 1.49431
H -1.51668 4.09424 -3.67784
C -0.10628 -0.87486 -2.63167
C 0.20223 -0.79897 -1.29746
O 0.34133 0.21202 -0.53461
H -0.03550 -1.90163 -3.00165
H -0.10589 -0.15830 -3.44082
H 0.29246 -1.78634 -0.78798
H -1.83822 3.50810 -4.01824

***

Version c
12
Properties=species:S:1:pos:R:3 method="wB97M-V/def2-TZVPD" lumo_energy_ha=0.16489 smiles=CCOC[O-] homo_lumo_gap_ha=0.2643 total_charge=-1
C 1.35197 1.10931 0.30743
C -0.06360 0.53603 0.38671
O -0.42082 -0.04945 -0.82155
C -1.16111 -1.43042 -0.63290
O -0.71961 -2.17006 0.31960
H 1.67393 1.48469 1.28101
H 1.39246 1.91429 -0.43069
H 2.02007 0.31111 -0.01798
H -0.10095 -0.21594 1.18020
H -0.75188 1.36314 0.64609
H -1.00099 -1.78540 -1.67293
H -2.21947 -1.06729 -0.54500

***

Version d
12
Properties=species:S:1:pos:R:3 method="wB97M-V/def2-TZVPD" lumo_energy_ha=0.15009 homo_lumo_gap_ha=0.2502 total_charge=-1
C 1.57690 -0.77273 -0.00319
O 2.37510 -1.63562 0.43848
H 1.93421 0.32818 -0.56248
H 0.45549 -0.90895 0.04672
H 1.16990 1.13935 -7.92578
C -0.50973 1.21454 1.21550
C -1.52631 0.87218 0.25531
O -2.40508 -0.05386 0.14219
H -0.09162 2.21578 1.04971
H -0.50997 0.84166 2.28648
H -1.42374 1.48893 -0.69699
H 1.46036 0.52696 -7.64866

***

Most stable: version c

***

Version a
13
Properties=species:S:1:pos:R:3 method="wB97M-V/def2-TZVPD" lumo_energy_ha=0.02104 smiles="CC(C)=NC(=O)Br" homo_lumo_gap_ha=0.3731
C 1.36888 -0.55533 -1.10406
C 0.17834 -0.08230 -0.29881
C 0.36607 0.13583 1.18773
N -0.84508 0.09250 -0.98846
C -2.19463 0.73432 -0.15695
O -2.27863 1.90020 0.05599
Br -3.31949 -0.68834 0.38654
H 1.25761 -0.74607 -2.19868
H 1.92358 -1.49159 -0.64522
H 2.23922 0.10620 -0.88966
H 0.81539 -0.68694 1.77471
H 1.18429 0.92941 1.19389
H -0.69556 0.35211 1.68297

***

Version b
13
Properties=species:S:1:pos:R:3 method="wB97M-V/def2-TZVPD" lumo_energy_ha="-0.00975 / 0.00005" homo_lumo_gap_ha="0.2985 / 0.3034"
C 1.23654 -1.60672 -0.60376
C 1.38770 -0.47364 -0.03701
C 0.35788 0.14720 0.94533
C -1.42983 0.88176 -0.39870
N -0.90806 -0.11927 0.42297
O -1.04376 -1.31518 0.16063
Br 2.92189 0.63688 -0.17983
H 0.92726 -2.34977 -1.25260
H 0.55700 -0.55322 1.76945
H 0.46845 1.21289 1.04841
H -2.46465 0.72462 -0.56873
H -1.25814 1.84128 0.11376
H -0.75227 0.97315 -1.41992

***

Most stable: version a

***

Version a
18
Properties=species:S:1:pos:R:3 method="wB97M-V/def2-TZVPD" lumo_energy_ha=0.01777 smiles=CNCN.O.O homo_lumo_gap_ha=0.3303
C -0.20498 -2.30740 -0.99815
N -0.55264 -0.88908 -0.96904
C 0.56130 0.06741 -0.91822
N 0.59863 0.88949 0.27842
H -1.07100 -2.88531 -0.64325
H 0.04249 -2.61957 -2.01456
H 0.64017 -2.54258 -0.34062
H -1.26116 -0.64964 -0.29988
H 0.49058 0.71391 -1.80245
H 1.50449 -0.47852 -1.01461
H -0.34251 1.27402 0.39273
H 0.68539 0.26696 1.07427
O 2.63176 2.56350 1.51292
H 2.03865 2.18591 0.83828
H 3.29474 3.05926 1.02432
O -2.81104 0.51265 0.96907
H -2.88076 -0.31010 1.47999
H -3.36412 1.14909 1.43079

***

Version b
18
Properties=species:S:1:pos:R:3 method="wB97M-V/def2-TZVPD" lumo_energy_ha=0.02229 smiles=CNCN.O.O homo_lumo_gap_ha=0.3348
C -2.29837 -1.42085 -0.07524
N -1.02390 -0.80754 -0.21317
C -0.80922 0.34254 0.65816
N 0.63855 0.33950 0.94581
H -2.43223 -2.09752 -0.86381
H -2.33021 -2.01667 0.84888
H -3.12129 -0.68360 -0.12239
H -0.35430 -1.42573 -0.60955
H -1.28861 0.05408 1.54245
H -1.12352 1.31825 0.18996
H 0.85205 -0.64244 1.03093
H 1.23899 0.72440 0.16675
O 1.87993 2.12915 3.14097
H 1.44766 1.46181 2.55090
H 2.77065 2.20366 2.91929
O 2.25748 0.38708 -3.84552
H 2.39397 -0.48986 -4.24239
H 1.30237 0.62375 -4.02203

***

Version c
18
Properties=species:S:1:pos:R:3 method="wB97M-V/def2-TZVPD" lumo_energy_ha=0.02579 smiles=NCCN.O.O homo_lumo_gap_ha=0.3749
N -0.70929 -0.04376 -0.49578
C 0.06445 0.60349 0.60396
C -0.13846 -0.07115 1.92560
N 0.92358 0.32040 2.88707
H -1.48148 0.52220 -0.82106
H -1.14727 -0.92489 -0.24609
H -0.20670 1.64942 0.60417
H 1.10009 0.43640 0.31101
H -1.12775 0.15130 2.35806
H -0.06340 -1.12318 1.85710
H 0.71067 -0.13135 3.76679
H 0.95562 1.31832 3.03300
O -1.27986 0.54817 -5.09423
H -1.51025 1.44681 -5.37897
H -2.07921 0.30384 -4.60995
O 2.36368 -1.79734 -0.29497
H 1.88235 -1.77136 0.53783
H 1.74322 -1.43732 -0.94355

***

Most stable: version a

***

Version a
43
Properties=species:S:1:pos:R:3 method="wB97M-V/def2-TZVPD" lumo_energy_ha=-0.03092 homo_lumo_gap_ha=0.3565
Kr 14.63731 14.88479 5.57616
O 12.86461 12.61694 7.43556
H 13.71010 12.37500 7.81349
H 12.85165 13.57347 7.46904
O 16.68093 15.33405 9.51014
H 16.13292 15.97946 9.06364
H 17.38893 15.84798 9.89852
O 17.24580 12.11504 4.87707
H 17.00239 11.38949 4.30211
H 17.12165 12.89820 4.34090
O 17.17744 14.36101 2.97713
H 17.46845 15.27209 3.01568
H 16.22299 14.41576 2.92972
O 14.37824 14.13744 2.43048
H 14.66996 13.84443 1.56718
H 13.78830 13.44645 2.73173
O 14.21181 10.78910 5.14361
H 14.74628 11.25382 5.78750
H 14.76336 10.74248 4.36267
O 10.85609 14.55706 4.25310
H 10.65410 14.64792 5.18433
H 11.33666 15.35502 4.03280
O 11.92357 16.75436 3.09717
H 12.76176 17.12755 3.36992
H 11.44049 17.49363 2.72793
O 15.21990 17.46542 8.02992
H 14.99854 17.75974 7.14639
H 14.40109 17.54027 8.51999
O 12.39952 12.28496 3.53601
H 11.97857 13.01350 3.99237
H 12.91086 11.84124 4.21267
O 15.72711 11.76065 7.62273
H 15.88371 10.83767 7.42318
H 16.57059 12.18603 7.46837
O 14.50059 17.63813 3.71605
H 14.39692 18.28561 4.41338
H 15.23782 17.09699 3.99869
O 18.05772 13.76021 7.66756
H 18.40059 14.46717 7.12087
H 17.37612 14.17484 8.19646
O 18.37563 16.09991 6.04492
H 18.60156 16.73817 5.36830
H 17.86797 16.59849 6.68519

***

Version b
43
Properties=species:S:1:pos:R:3 method="wB97M-V/def2-TZVPD" lumo_energy_ha=-0.02442 homo_lumo_gap_ha=0.3450
Kr 9.25516 11.97580 -2.08378
O 5.70489 12.59321 -2.61189
H 5.35878 12.84226 -3.46887
H 6.08978 13.39819 -2.26534
O 11.13641 11.84032 1.46677
H 11.19598 11.22808 2.20014
H 11.37321 11.31941 0.69942
O 9.54576 8.92837 0.58053
H 9.76456 8.05520 0.90600
H 10.31383 9.19576 0.07575
O 8.47718 13.37651 -5.58455
H 8.51132 13.28875 -6.53710
H 8.18103 12.52048 -5.27514
O 9.12731 13.69022 1.38414
H 9.24897 14.24896 0.61652
H 9.89064 13.11268 1.38399
O 9.72268 9.29919 -4.78055
H 10.67329 9.28014 -4.67003
H 9.49924 8.42090 -5.08861
O 12.98869 13.98887 -2.88720
H 13.05398 14.81707 -3.36266
H 12.53416 14.21344 -2.07529
O 11.95011 9.87507 -0.35981
H 12.27053 9.94128 -1.25935
H 12.74146 9.78178 0.17057
O 11.19117 13.13540 -5.03058
H 10.24222 13.23132 -4.94983
H 11.52413 13.29038 -4.14664
O 7.39455 8.50507 -1.87491
H 7.27179 7.71353 -1.35087
H 8.23564 8.85746 -1.58399
O 7.41766 10.79222 -5.64541
H 6.78858 10.55611 -4.96370
H 8.20277 10.28768 -5.43264
O 8.05191 10.90439 1.46309
H 8.66426 10.20364 1.23903
H 8.54901 11.71068 1.32520
O 6.86064 15.01383 -2.10623
H 7.53403 15.39801 -1.54482
H 6.03339 15.30079 -1.71953
O 5.70496 9.96045 -3.52224
H 5.88939 10.75058 -3.01439
H 6.31456 9.30700 -3.17928

***

Most stable: version a

***

Version a
48
Properties=species:S:1:pos:R:3 method="wB97M-V/def2-TZVPD" lumo_energy_ha=0.00453 smiles="O=c1cc(CN2CCN(Cc3ccccc3)CC2)c2ccc(O)cc2o1" homo_lumo_gap_ha=0.3141
O 2.75456 3.07173 -1.64099
C 2.33221 1.97447 -1.90627
C 2.24346 0.85635 -0.99321
C 1.76131 -0.35604 -1.35168
C 1.70579 -1.44188 -0.31046
N 0.74539 -1.09051 0.72428
C -0.61548 -1.07158 0.22223
C -1.55898 -0.58973 1.31899
N -1.47581 -1.49600 2.44632
C -2.49329 -1.27195 3.46549
C -2.40852 0.06625 4.15871
C -1.63349 0.22354 5.30161
C -1.50557 1.46249 5.90416
C -2.15151 2.56426 5.37021
C -2.93173 2.41806 4.23616
C -3.05874 1.17783 3.63596
C -0.12069 -1.50070 2.95890
C 0.82616 -1.98255 1.86435
C 1.29813 -0.54482 -2.70416
C 0.74479 -1.72706 -3.21743
C 0.32556 -1.81921 -4.51975
C 0.44415 -0.71951 -5.37830
O 0.02222 -0.85898 -6.65291
C 0.98001 0.46341 -4.90001
C 1.40081 0.55532 -3.57648
O 1.89961 1.74640 -3.19032
H 2.58308 1.04315 0.01258
H 1.48290 -2.42330 -0.75867
H 2.68841 -1.50887 0.16619
H -0.66937 -0.38969 -0.62948
H -0.93419 -2.07662 -0.10913
H -2.58356 -0.59155 0.93985
H -1.28188 0.44165 1.59485
H -3.46500 -1.37565 2.97372
H -2.39171 -2.07737 4.19902
H -1.13221 -0.63412 5.72796
H -0.90080 1.56804 6.79319
H -2.05116 3.53210 5.83882
H -3.44386 3.27247 3.81801
H -3.67647 1.06927 2.75555
H -0.06779 -2.18548 3.80852
H 0.19997 -0.49801 3.28804
H 1.85135 -1.97796 2.24265
H 0.55650 -3.01736 1.58642
H 0.63731 -2.58761 -2.57753
H -0.09979 -2.73019 -4.90789
H 0.15516 -0.03755 -7.14283
H 1.08089 1.33283 -5.53293

***

Version b
48
Properties=species:S:1:pos:R:3 method="wB97M-V/def2-TZVPD" lumo_energy_ha=0.01087 smiles="C=CCNC(=O)/C(=C/c1ccccc1OCC)NC(=O)c1ccccc1" homo_lumo_gap_ha=0.3194
C -3.36991 -3.64796 1.53831
C -4.12297 -2.85349 0.80163
C -3.63066 -1.68780 -0.00231
N -2.25530 -1.34747 0.25537
C -1.31576 -1.33230 -0.71660
O -1.54357 -1.65922 -1.86482
C 0.05159 -0.93249 -0.25609
C 1.11510 -1.45520 -0.88709
C 2.52450 -1.22343 -0.59666
C 3.39890 -2.30668 -0.65159
C 4.74551 -2.16306 -0.38244
C 5.24403 -0.90918 -0.07686
C 4.40611 0.19152 -0.05053
C 3.04601 0.05683 -0.31101
O 2.16558 1.09221 -0.37590
C 2.58112 2.41000 -0.06766
C 2.73128 2.65424 1.43079
N 0.15617 -0.12671 0.88205
C -0.53786 1.01298 1.17356
O -0.33946 1.60142 2.22029
C -1.53357 1.46507 0.16481
C -2.80071 1.85121 0.58980
C -3.73680 2.28482 -0.33033
C -3.40567 2.35552 -1.67382
C -2.13260 2.00800 -2.09427
C -1.19448 1.56281 -1.18083
H -3.78741 -4.47246 2.08929
H -2.30288 -3.51791 1.61229
H -5.19014 -3.01487 0.73183
H -4.26901 -0.81472 0.19113
H -3.69534 -1.92169 -1.07101
H -2.00893 -1.10212 1.20090
H 0.90167 -2.16293 -1.67661
H 2.99594 -3.27910 -0.89390
H 5.40172 -3.01895 -0.41521
H 6.29503 -0.77723 0.13252
H 4.83004 1.15900 0.16570
H 3.50614 2.65499 -0.60440
H 1.77851 3.03997 -0.46212
H 3.01943 3.68802 1.59986
H 1.78630 2.46969 1.93634
H 3.48870 2.00357 1.86206
H 0.97611 -0.27796 1.45878
H -3.04100 1.79908 1.64183
H -4.72491 2.57024 0.00010
H -4.13871 2.69063 -2.39267
H -1.86978 2.07801 -3.13878
H -0.19802 1.30508 -1.50570

***

Most stable: version a

***

Version a
20
Properties=species:S:1:pos:R:3 method="wB97M-V/def2-TZVPD" lumo_energy_ha=0.02711 smiles="C=C(N)CC.O.O" homo_lumo_gap_ha=0.3332
C -1.48477 -0.72805 0.61563
C -0.17351 -1.09318 0.45142
N 0.49311 -1.80646 1.56403
C 0.62583 -0.90909 -0.85189
C 0.36043 -1.73801 -2.03812
H -2.06954 -0.43959 -0.27102
H -1.95795 -0.57098 1.65147
H 1.04705 -2.41619 1.00051
H -0.33362 -2.22599 2.07640
H 0.29105 0.06317 -0.99377
H 1.74295 -0.86715 -0.66861
H -0.50544 -1.67074 -2.72197
H 0.23833 -2.84364 -1.77122
H 1.17923 -1.81288 -2.76895
O 1.54777 2.06692 0.38001
H 1.79091 2.65877 1.03012
H 2.07103 1.30173 0.58136
O -1.46347 4.60427 1.15807
H -2.37439 4.51854 0.88562
H -1.02500 3.90854 0.69092

***

Version b
20
Properties=species:S:1:pos:R:3 method="wB97M-V/def2-TZVPD" lumo_energy_ha=-0.15300 homo_lumo_gap_ha=0.1486
N -1.25788 -2.13677 2.75543
C 0.46559 -1.38715 0.87811
C -0.61154 0.75890 -2.19456
C -0.54842 -0.41975 -1.31088
C -0.16804 -0.29498 0.01860
H -0.37337 -1.58640 1.69934
H -1.63860 -1.26869 3.02044
H 0.62152 -2.27841 0.23946
H 1.33305 -1.07607 1.46041
H -0.79624 1.74459 -1.61341
H 0.36518 0.95563 -2.68538
H -1.36213 0.64688 -3.00536
H -0.82614 -1.43207 -1.62993
H -0.63916 0.49362 0.58234
H 2.84424 1.28751 -0.64951
H 1.17383 1.76797 -0.44388
O 1.94182 1.10075 -0.87619
H -1.65802 -2.89913 3.30332
H 0.81113 3.41846 0.26598
O 0.32319 2.60511 0.18567

***

Most stable: version a

***

Version a
22
Properties=species:S:1:pos:R:3 method="wB97M-V/def2-TZVPD" lumo_energy_ha=0.03373 smiles=CCCCNC.O homo_lumo_gap_ha=0.3581
C 2.87407 0.51149 0.91610
C 1.98424 0.78455 -0.29593
C 0.58242 0.98886 0.27842
C 0.14670 -0.53557 0.38740
N -1.09841 -1.10402 -0.14008
C -1.10549 -1.65511 -1.47136
H 2.45967 -0.34665 1.46102
H 3.88394 0.25034 0.76065
H 2.81522 1.38157 1.58835
H 1.91054 -0.05201 -1.04980
H 2.39411 1.60187 -0.92122
H 0.06938 1.49564 -0.61273
H 0.49749 1.52812 1.30105
H 0.40040 -0.82230 1.38823
H 0.83789 -1.17650 -0.16377
H -1.28658 -1.89038 0.39296
H -1.58705 -2.59137 -1.53021
H -0.14737 -1.62708 -1.99079
H -1.67579 -0.94868 -2.13892
O -3.03424 1.05418 0.24446
H -3.40546 1.21991 1.15304
H -2.09524 0.70689 0.49928

***

Version b
22
Properties=species:S:1:pos:R:3 method="wB97M-V/def2-TZVPD" lumo_energy_ha=0.03455 smiles=CC[C@@H](C)NC.O homo_lumo_gap_ha=0.3868
C 0.27231 0.77443 -2.22720
C 0.44943 0.52503 -0.72445
C -0.72432 0.62048 0.31319
C -1.98942 -0.17622 -0.23979
N -0.14133 -0.11920 1.48106
C 1.13641 0.49208 2.03807
H -0.29038 0.00281 -2.69640
H 1.18932 0.55666 -2.76715
H -0.03338 1.77137 -2.30904
H 0.89318 -0.57467 -0.82139
H 1.23232 1.08337 -0.44398
H -1.08004 1.59552 0.39313
H -2.66867 -0.17678 0.55963
H -2.41967 0.32269 -1.17835
H -2.02675 -1.18013 -0.71252
H -0.74927 0.01392 2.25964
H 1.22422 1.59971 1.83840
H 2.06078 0.16185 1.60995
H 1.16206 0.30327 3.08971
O 0.97478 -2.87654 0.05695
H 0.30445 -2.40849 -0.34001
H 1.22397 -2.31117 0.82056

***

Most stable: version b